Entry 1:
13
Properties=species:S:1:pos:R:3:nbo_charge:R:1 method="wB97M-V/def2-TZVPD" homo_ev=-9.805 e_above_lowest_kcal_mol=76.3 lumo_energy_ev=0.66 homo_lumo_gap_ev=10.468 smiles="O=CCC#CCO" total_charge=0 total_energy_ha=-344.48025
O 2.76 1.73 1.25 -0.504
C 1.94 1.09 0.62 0.452
C 0.88 0.26 1.33 -0.585
C 0.32 -0.87 0.55 0.010
C -0.61 -1.33 -0.07 -0.047
C -1.70 -0.98 -1.02 -0.129
O -1.46 0.35 -1.46 -0.698
H 1.87 1.14 -0.49 0.112
H 1.13 0.02 2.37 0.259
H 0.00 0.93 1.33 0.263
H -1.77 -1.68 -1.86 0.191
H -2.66 -0.95 -0.50 0.210
H -0.69 0.31 -2.04 0.466

---

Entry 2:
13
Properties=species:S:1:pos:R:3:nbo_charge:R:1 method="wB97M-V/def2-TZVPD" homo_ev=-7.936 e_above_lowest_kcal_mol=53.2 lumo_energy_ev=0.93 homo_lumo_gap_ev=8.867 total_charge=0 total_energy_ha=-344.51718
C 0.26 1.88 0.47 -0.252
O -0.56 0.84 -0.09 -0.534
C -0.47 -0.15 0.85 0.092
C 0.05 -1.33 0.53 -0.259
C 0.22 -1.69 -0.87 -0.594
C -0.20 -0.93 -1.87 0.764
O -0.52 -0.40 -2.86 -0.450
H -0.11 2.81 0.07 0.195
H 0.18 1.90 1.57 0.178
H 1.32 1.70 0.23 0.185
H -0.86 0.14 1.81 0.177
H 0.27 -2.04 1.31 0.228
H 0.42 -2.72 -1.15 0.269

---

Entry 3:
13
Properties=species:S:1:pos:R:3:nbo_charge:R:1 method="wB97M-V/def2-TZVPD" homo_ev=-10.053 e_above_lowest_kcal_mol=25.9 lumo_energy_ev=0.75 homo_lumo_gap_ev=10.801 smiles="O=CC1CC(=O)C1" total_charge=0 total_energy_ha=-344.56068
O 1.52 -0.41 -2.37 -0.505
C 1.10 -0.59 -1.25 0.447
C 0.31 0.43 -0.47 -0.335
C 0.50 0.38 1.07 -0.524
C -0.96 -0.05 1.20 0.613
O -1.67 -0.32 2.13 -0.497
C -1.18 0.00 -0.31 -0.514
H 1.24 -1.57 -0.74 0.102
H 0.45 1.41 -0.93 0.235
H 0.73 1.34 1.54 0.249
H 1.21 -0.37 1.44 0.239
H -1.92 0.74 -0.64 0.250
H -1.45 -0.97 -0.75 0.241

---

Entry 4:
13
Properties=species:S:1:pos:R:3:nbo_charge:R:1 method="wB97M-V/def2-TZVPD" homo_ev=-9.167 e_above_lowest_kcal_mol=100.5 lumo_energy_ev=-0.48 homo_lumo_gap_ev=8.686 total_charge=0 total_energy_ha=-344.44182
C -1.72 0.68 -0.18 -0.669
C -0.41 0.32 0.49 0.220
O -0.36 -0.76 1.19 -0.626
C 0.79 0.30 -1.08 0.508
O 0.50 0.97 -2.01 -0.469
C 1.81 -0.52 -0.58 -0.089
C 1.93 -1.33 0.40 -0.335
H -2.33 1.23 0.56 0.230
H -2.27 -0.22 -0.47 0.228
H -1.57 1.33 -1.04 0.237
H 0.12 1.19 0.92 0.148
H 0.80 -1.19 1.04 0.363
H 2.69 -2.00 0.76 0.254

---

Entry 5:
13
Properties=species:S:1:pos:R:3:nbo_charge:R:1 method="wB97M-V/def2-TZVPD" homo_ev=-8.735 e_above_lowest_kcal_mol=68.1 lumo_energy_ev=0.62 homo_lumo_gap_ev=9.356 smiles="C=C=C(C)OC=O" total_charge=0 total_energy_ha=-344.49343
C -0.22 2.11 -0.33 -0.461
C -0.65 0.91 -0.05 -0.005
C -0.40 -0.35 0.20 0.184
C -1.23 -1.29 1.00 -0.644
O 0.58 -1.00 -0.60 -0.487
C 1.73 -0.36 -0.84 0.662
O 2.12 0.69 -0.40 -0.584
H 0.90 1.95 -0.10 0.300
H -0.77 2.85 -0.93 0.227
H -1.87 -0.71 1.67 0.235
H -0.65 -2.01 1.58 0.221
H -1.89 -1.85 0.32 0.226
H 2.35 -0.96 -1.52 0.127

---

Entry 6:
13
Properties=species:S:1:pos:R:3:nbo_charge:R:1 method="wB97M-V/def2-TZVPD" homo_ev=-9.838 e_above_lowest_kcal_mol=57.7 lumo_energy_ev=0.77 homo_lumo_gap_ev=10.605 smiles="O=CCC#CCO" total_charge=0 total_energy_ha=-344.50996
O -1.61 1.14 -0.94 -0.506
C -2.16 0.15 -0.51 0.456
C -1.60 -0.72 0.62 -0.586
C -0.14 -0.60 0.62 0.000
C 1.03 -0.38 0.43 -0.032
C 2.34 0.17 0.05 -0.126
O 2.18 1.07 -1.04 -0.705
H -3.15 -0.18 -0.91 0.116
H -2.03 -0.34 1.56 0.260
H -1.94 -1.76 0.51 0.246
H 2.78 0.68 0.91 0.189
H 3.04 -0.62 -0.27 0.202
H 1.27 1.39 -1.03 0.487

---

Entry 7:
13
Properties=species:S:1:pos:R:3:nbo_charge:R:1 method="wB97M-V/def2-TZVPD" homo_ev=-8.186 e_above_lowest_kcal_mol=85.1 lumo_energy_ev=0.80 homo_lumo_gap_ev=8.988 total_charge=0 total_energy_ha=-344.46627
C 1.65 0.29 -0.89 -0.629
C 0.61 -0.47 -0.11 0.056
O 0.20 0.62 1.08 -0.509
C -1.03 0.73 1.41 0.702
O -2.00 0.06 1.00 -0.509
C -0.52 -0.98 -0.81 -0.296
C -1.72 -0.84 -0.39 -0.052
H 1.19 1.09 -1.48 0.221
H 2.11 -0.41 -1.59 0.238
H 2.43 0.71 -0.25 0.216
H 1.07 -1.23 0.53 0.211
H -1.25 1.51 2.14 0.140
H -2.74 -1.07 -0.64 0.210

---

Entry 8:
13
Properties=species:S:1:pos:R:3:nbo_charge:R:1 method="wB97M-V/def2-TZVPD" homo_ev=-8.939 e_above_lowest_kcal_mol=132.4 lumo_energy_ev=0.90 homo_lumo_gap_ev=9.839 total_charge=0 total_energy_ha=-344.39087
O -1.47 1.96 0.60 -0.916
C 0.24 0.70 -0.19 -0.064
C 0.29 -0.38 0.88 -0.057
O -0.95 -0.98 0.50 -0.490
C -0.65 -0.39 -0.77 -0.046
C 0.66 -1.00 -1.20 -0.146
C 1.34 -0.97 -0.02 -0.157
H -1.29 1.89 1.54 0.466
H -0.57 2.11 0.18 0.485
H 0.49 -0.25 1.95 0.216
H -1.47 -0.26 -1.47 0.228
H 1.01 -1.24 -2.19 0.240
H 2.38 -1.19 0.20 0.240

---

Entry 9:
13
Properties=species:S:1:pos:R:3:nbo_charge:R:1 method="wB97M-V/def2-TZVPD" homo_ev=-8.402 e_above_lowest_kcal_mol=72.5 lumo_energy_ev=0.53 homo_lumo_gap_ev=8.936 total_charge=0 total_energy_ha=-344.48640
O 2.05 -1.09 0.63 -0.514
C 0.95 -0.62 0.40 0.562
C -0.28 -1.48 0.45 -0.208
O -1.40 -1.03 -0.35 -0.471
C -1.60 0.14 -0.87 0.310
C -0.56 1.16 -0.59 -0.601
C 0.75 0.82 0.10 -0.539
H -0.64 -1.55 1.48 0.222
H -0.08 -2.48 0.07 0.229
H 1.55 1.14 -0.55 0.248
H -1.10 1.99 -0.12 0.258
H -0.34 1.52 -1.60 0.255
H 0.84 1.36 1.04 0.250

---

Entry 10:
13
Properties=species:S:1:pos:R:3:nbo_charge:R:1 method="wB97M-V/def2-TZVPD" homo_ev=-9.864 e_above_lowest_kcal_mol=77.7 lumo_energy_ev=0.84 homo_lumo_gap_ev=10.708 smiles=OCC#C[C@H]1CO1 total_charge=0 total_energy_ha=-344.47809
O 0.56 -2.38 2.06 -0.692
C -0.60 -1.68 1.66 -0.135
C -0.38 -0.81 0.50 -0.009
C -0.13 -0.10 -0.44 -0.044
C 0.11 0.76 -1.59 -0.019
C 0.26 2.21 -1.41 -0.088
O 1.38 1.39 -1.67 -0.464
H 1.27 -1.73 2.14 0.471
H -1.02 -1.08 2.49 0.187
H -1.35 -2.44 1.41 0.209
H -0.26 0.39 -2.54 0.210
H 0.21 2.61 -0.40 0.189
H -0.05 2.88 -2.21 0.186

---

Entry 11:
14
Properties=species:S:1:pos:R:3:nbo_charge:R:1 method="wB97M-V/def2-TZVPD" homo_ev="-9.179 / -9.179" e_above_lowest_kcal_mol=166.8 lumo_energy_ev="-1.36 / -1.36" homo_lumo_gap_ev="7.816 / 7.816" total_charge=0 total_energy_ha=-742.51910
C -1.77 0.10 -0.03 -0.505
C -2.17 1.22 -0.47 0.223
C -1.61 -1.44 -0.14 -0.355
C -1.00 -0.69 0.92 -0.188
C 1.51 1.55 -0.24 -0.826
O 1.31 -0.94 -1.22 -0.914
O 2.35 -0.66 1.01 -0.903
S 1.35 -0.27 0.05 1.952
H -2.50 -2.04 0.02 0.241
H -1.00 -1.74 -0.99 0.270
H -1.08 -0.70 1.98 0.247
H 2.45 1.69 -0.76 0.255
H 0.67 1.88 -0.84 0.258
H 1.52 2.04 0.72 0.244

---

Entry 12:
14
Properties=species:S:1:pos:R:3:nbo_charge:R:1 method="wB97M-V/def2-TZVPD" homo_ev=-9.907 e_above_lowest_kcal_mol=54.3 lumo_energy_ev=0.35 homo_lumo_gap_ev=10.259 smiles="C=C[C@@H]1O[C@H]1C(=O)S" total_charge=0 total_energy_ha=-742.69842
C 2.72 -0.58 0.26 -0.377
C 1.87 -0.09 -0.62 -0.222
C 0.50 0.53 -0.27 0.052
O 0.23 0.42 1.09 -0.443
C -0.72 -0.16 0.27 -0.047
C -2.09 0.44 0.07 0.416
O -2.34 1.63 0.01 -0.526
S -3.37 -0.85 0.01 -0.039
H 2.40 -0.53 1.37 0.219
H 3.64 -1.05 0.01 0.211
H 2.09 0.02 -1.71 0.206
H 0.17 1.47 -0.67 0.203
H -0.75 -1.31 0.08 0.195
H -4.35 0.05 0.10 0.152